Computed, not measured: a 15-piece molecular cluster, C29H43Cl42FNO2 overall at a distorted geometry, with the ωB97M-V functional and the def2-TZVPD basis.

XYZ file:
```
118
Properties=species:S:1:pos:R:3:forces:R:3
Cl 2.687588 -1.264345 -6.969474 0.01 -0.02 -0.02
H -4.422601 -2.431126 0.739050 -0.08 -0.15 0.02
H -2.823919 -7.975450 1.459795 0.00 0.01 0.02
H -1.739752 2.184055 -2.013133 0.00 0.10 -0.03
Cl -6.049703 5.046823 -1.537318 -0.25 -0.08 0.04
Cl -2.981591 6.920745 -3.540028 -0.02 -0.09 0.03
Cl -1.581442 6.980860 6.142803 0.00 0.04 -0.02
Cl 3.179816 -6.756194 3.145918 0.04 -0.03 0.04
C -0.031202 2.144802 -0.751469 0.55 0.19 -0.93
C 0.355257 -1.038244 -0.363755 0.32 -0.54 -0.13
Cl 4.425332 -2.648585 -0.888630 0.16 0.03 -0.06
C -2.705310 -1.617231 -2.985930 0.72 -0.45 -1.05
H -0.877306 -2.788125 -2.932623 0.19 0.04 0.11
C -1.694429 -2.588690 -3.614359 0.03 -0.19 0.50
Cl -0.523862 0.732974 7.536108 -0.03 -0.03 0.08
H -3.146101 7.945030 4.694781 0.00 -0.03 -0.01
H 1.772209 -3.359026 -0.699424 0.19 0.32 -0.15
C -2.118102 8.164291 4.948626 0.08 0.03 0.03
Cl -2.371554 -5.089476 2.810582 -0.06 0.15 0.10
O -0.313291 -0.819938 -1.606005 0.06 0.29 0.47
Cl -4.338271 -4.723527 4.919868 0.00 0.03 -0.03
Cl 13.169498 -1.075271 0.397711 0.13 0.07 -0.06
Cl -5.420025 1.574183 -5.345718 0.02 0.04 0.01
C -2.127851 -0.194843 -2.953861 -0.09 -0.44 0.75
H -4.063449 2.692524 -6.887462 0.01 0.01 0.01
C -3.531675 -1.807938 0.722905 -0.54 -0.21 -0.37
Cl 10.517914 -2.912423 0.790652 -0.13 -0.04 0.09
H -1.123723 2.653601 2.409307 -0.01 0.06 0.11
Cl -1.869194 -9.439959 -0.097620 -0.03 0.00 0.04
H -1.278169 -2.176215 -4.527833 -0.08 0.01 -0.21
H 0.159896 -4.692556 1.461991 -0.14 -0.02 0.10
O -3.723289 -3.192212 -1.617569 0.62 -0.12 0.15
Cl -0.866945 4.792866 3.329274 -0.03 -0.13 -0.06
C 13.266068 0.479455 1.226807 -0.04 -0.05 0.09
C -3.921039 -1.657939 -3.916648 0.29 0.25 -0.10
H -0.295066 1.589623 -2.798672 0.27 0.03 -0.01
Cl 3.424693 8.882659 3.309245 -0.02 0.02 -0.01
C -2.410834 0.046202 -0.523192 -0.08 -0.17 -0.62
H 0.893360 1.579793 -0.650985 -0.01 -0.16 0.49
Cl -6.392304 7.920716 -1.292590 -0.01 -0.05 0.01
Cl 7.687413 -3.350270 0.299531 0.07 0.08 -0.04
H -5.079427 0.078167 -0.071278 -0.03 0.12 0.12
H 1.420393 -1.039128 -0.595940 0.15 0.26 -0.09
Cl -2.790542 2.743106 4.055727 -0.04 -0.01 0.00
H 0.212594 -0.250341 0.368803 -0.33 0.22 -0.02
C -1.370537 0.127004 -1.653993 -0.58 0.10 -0.78
H 4.226835 -1.682505 -8.680242 0.00 -0.01 0.00
H -4.639555 -0.870885 -3.717769 -0.28 -0.09 0.16
H -3.531048 -1.467670 -4.912013 -0.02 0.08 -0.21
H -4.367746 -2.643041 -3.949238 -0.23 -0.10 0.27
Cl 1.414792 8.793434 5.401495 0.26 0.04 0.17
C -0.781423 2.065399 8.663012 0.07 0.03 -0.06
Cl -2.017555 -2.979163 4.771093 -0.02 0.03 -0.04
H -5.571850 -1.333886 -0.959078 -0.07 -0.21 -0.30
C -3.432530 -1.116836 -0.644028 0.55 -0.01 1.36
F -0.730254 2.188080 0.457699 0.09 -0.16 -0.06
C -3.190266 -3.919704 3.845975 0.04 -0.07 0.05
C -6.226942 6.402474 -0.414818 0.08 0.13 0.03
H 8.883136 -3.664993 2.283704 0.00 -0.01 0.01
H -3.003390 0.951078 -0.621313 0.05 0.30 0.11
N -3.002067 -2.130620 -1.627797 -1.57 0.67 -0.47
H -7.129598 6.241357 0.158806 -0.01 -0.02 0.00
C 1.290493 -3.294472 0.270559 -0.48 -0.90 0.44
H -1.696564 1.873472 9.206288 -0.01 0.00 0.00
Cl 5.212835 -4.897159 2.217582 -0.04 -0.04 0.04
C -1.173687 3.056435 3.412808 0.05 0.00 -0.01
Cl -4.924262 0.906072 -8.128319 0.02 0.03 0.03
Cl -2.063647 -6.546691 -0.230474 -0.10 -0.09 -0.02
H 0.504542 -5.287763 -0.150557 -0.08 -0.01 -0.14
H 1.988148 -2.917962 1.015532 0.25 0.29 -0.15
H 0.259843 3.163883 -0.996710 -0.11 0.16 0.07
H -3.730894 5.267561 -2.062068 0.20 0.08 -0.04
C -4.259948 1.650112 -6.675234 -0.03 -0.07 -0.02
H -1.980753 0.084699 0.469432 0.26 -0.14 0.10
C -0.860266 1.559378 -1.869982 -0.37 -0.04 0.95
C 0.051753 -2.424536 0.220774 0.18 0.46 -0.26
H -1.448726 -0.069706 -3.788548 0.14 -0.04 -0.20
Cl 0.538410 2.166182 9.829648 -0.03 -0.01 0.00
H 1.933663 10.560719 3.964920 0.00 0.01 0.00
C -1.938495 -7.944974 0.838373 0.11 0.02 -0.12
Cl 4.680377 -1.939375 -3.701189 -0.15 0.04 0.21
Cl 4.438710 -7.146251 0.556656 0.01 0.00 0.03
H -2.924849 0.537051 -3.085484 -0.08 0.10 0.06
Cl -2.063164 9.794704 5.623783 -0.05 0.00 -0.05
Cl -0.527587 -7.808766 1.896153 -0.03 -0.04 -0.05
C 4.261656 -1.122924 -7.755526 -0.02 0.06 0.10
Cl 14.613927 0.499496 2.364693 -0.01 0.01 -0.03
C 3.836743 -1.610492 -2.188816 0.09 -0.06 0.01
H -3.659729 -1.041021 1.482660 0.24 0.01 0.21
Cl -0.969320 3.591249 7.795605 -0.03 -0.01 0.01
Cl 0.049605 2.254099 4.395380 0.03 -0.01 -0.09
Cl 3.991035 0.093118 -1.745823 -0.04 0.01 0.01
H 1.753861 -5.265970 1.082591 0.20 -0.09 -0.09
Cl 3.617840 10.681300 5.583355 -0.02 0.01 -0.02
H -4.863062 0.088612 -1.795938 -0.04 -0.05 -0.25
C 9.093125 -3.850678 1.238891 0.00 -0.02 -0.11
Cl 11.747555 0.845081 2.046526 0.01 0.01 -0.03
H -2.688398 -2.461243 0.907360 0.33 0.09 0.18
H 5.431665 -7.181330 2.674862 0.01 0.00 0.00
H -0.695386 -2.907262 -0.404265 -0.23 -0.03 -0.06
C -4.823221 -0.551773 -0.920872 0.01 0.20 0.04
Cl -2.630969 4.028388 -3.700018 -0.15 0.01 -0.27
H 2.784701 -1.824239 -2.337668 -0.01 0.02 0.01
C -2.821679 5.419357 -2.631262 0.09 0.01 0.06
H -2.195516 -3.530726 -3.812448 -0.02 -0.15 -0.18
Cl 9.391094 -5.580696 1.040175 -0.01 0.00 0.04
Cl 4.617850 0.560147 -8.144934 0.00 -0.03 -0.01
C 2.520795 9.824532 4.497670 0.01 -0.06 0.05
H 13.440978 1.245757 0.484031 0.00 0.00 -0.01
Cl -1.157873 8.060452 3.467131 -0.26 0.05 -0.09
Cl 5.532388 -1.814104 -6.744908 0.09 -0.02 -0.25
Cl -2.733466 0.887293 -6.221556 0.02 0.15 -0.09
Cl -1.463497 5.492794 -1.510260 -0.01 0.09 0.11
C 0.911557 -4.714431 0.676038 0.10 -0.06 0.28
Cl -4.864858 6.467574 0.705251 0.00 -0.05 -0.05
C 4.665928 -6.575473 2.209794 -0.09 0.04 -0.06
H -3.741065 -3.238463 3.212214 -0.02 0.02 -0.03
H -0.350285 -2.333987 1.226711 -0.18 -0.05 0.17
```
Forces are in eV/Å.

Computed properties:
Spin multiplicity: 2
HOMO-LUMO gap (spin up / spin down) in Eh: 0.31123 / 0.35263
HOMO level (spin up / spin down) in eV: -8.4 / -9.5
Energy in hartree: -20763.81706
<S²>: 0.754

Computed, not measured: C29H43ClFN12O4P3S as an isolated structure at a distorted geometry, with the ωB97M-V functional and the def2-TZVPD basis.

XYZ file:
```
94
Properties=species:S:1:pos:R:3:forces:R:3
H 3.215036 0.581650 1.548998 -0.50 -0.10 -0.01
H -1.865178 10.467149 -7.208377 -0.10 -0.12 -0.06
H -3.007896 6.511684 -5.147986 -0.11 0.04 0.21
C 0.556623 -4.869507 3.804565 -0.23 -0.34 0.21
C 3.551910 -4.593082 -3.758530 -0.01 0.08 0.02
F -1.266186 -3.486767 -0.422527 -0.53 0.25 0.18
C -3.145244 6.872591 -3.069389 0.03 -0.02 -0.02
N 1.912373 -2.908199 2.763651 0.02 0.04 -0.04
C -2.517576 -5.020440 6.478521 -0.24 -0.22 -0.22
H 4.348555 2.175824 0.288768 -0.48 -0.37 -0.46
H 5.181741 -0.833117 -0.912486 -0.10 -0.01 0.44
H -1.115061 -5.200754 -4.247179 0.29 0.29 0.19
H 0.471502 -5.143607 -5.007196 0.09 0.13 0.06
H 4.726017 2.872454 -3.884683 0.24 -0.05 0.16
C -2.459418 6.316663 -4.226768 0.20 -0.28 -0.37
H -0.037974 -0.868485 2.202242 0.10 0.24 -0.33
C -0.199603 -1.395695 0.023067 -0.81 0.17 0.43
C -0.527786 -0.498348 1.293082 1.05 -0.39 -1.51
S -0.496694 5.471994 -0.311627 0.10 0.28 -0.19
C 0.105916 -0.225492 5.079426 -0.04 0.00 0.05
N -1.471164 4.267441 0.116338 0.39 -0.30 0.00
N 0.599575 0.464585 4.305671 0.03 0.01 0.01
O 2.112796 2.192866 -2.871287 0.96 0.05 0.89
P 3.397461 3.127481 -0.149503 0.09 1.23 0.60
C 2.501724 0.179305 0.796688 -0.29 0.37 0.03
N 3.276607 -0.103925 -0.431326 -0.35 -0.57 0.67
C 0.137967 -3.625046 -3.586838 0.07 -0.08 0.00
H -1.483152 -1.917960 -1.653579 -0.16 -0.04 0.39
H 0.769080 -4.975379 4.869054 0.12 0.13 -0.03
H -2.922513 -5.855607 7.049017 0.07 0.08 0.12
H -2.339271 5.236842 -4.138555 -0.05 0.03 0.20
H 0.045308 2.256094 10.185518 -0.14 -0.04 -0.07
H 0.199903 -0.742527 -0.767894 0.17 -0.44 0.27
H 1.930093 1.479699 -2.238828 -0.17 -0.07 -0.30
H 5.380402 -3.828022 -3.032243 -0.07 -0.15 -0.02
C -4.526539 -5.290014 -6.314217 -0.29 0.18 -0.25
H -4.615943 -5.815742 -7.264317 0.12 -0.09 0.07
H 1.139298 1.987153 8.834442 -0.11 -0.05 -0.12
C -1.789143 -4.097494 7.338846 -0.04 -0.07 0.04
N -1.566824 0.536032 8.072651 -0.13 0.37 0.43
H 2.148931 -0.797197 1.173333 -0.07 0.67 0.01
N 0.293095 -2.553329 -3.204340 0.06 0.07 -0.07
C -2.098879 9.927439 -6.291225 0.26 0.32 0.09
C 4.446480 -3.480854 -3.473684 0.25 0.35 0.14
H 4.693884 -2.930943 -4.381170 -0.11 -0.11 -0.06
H 0.798031 -5.816676 3.323160 0.08 0.10 -0.09
O 4.710755 2.546068 -2.967936 -0.70 -0.07 0.50
C 0.671178 3.529453 0.106905 1.17 -1.66 0.33
H -0.588147 -2.122417 5.704919 0.20 0.09 -0.21
C 1.373719 1.237024 0.633098 -0.99 -0.42 0.06
H -4.271399 -4.253452 -6.532910 0.13 -0.04 0.10
C 0.398115 1.509476 9.474838 0.34 0.15 0.22
O -3.310597 0.726669 -0.385433 0.53 1.29 0.27
P -2.853867 1.396540 1.068916 -0.26 -1.41 0.89
C -1.077711 1.849164 0.756994 -0.21 1.47 -0.72
C 4.626873 -0.487910 -0.024585 0.39 0.31 -0.54
C -3.027425 8.835005 -6.544088 -0.02 0.10 -0.07
C 1.692543 2.516259 0.250093 0.49 -0.70 -0.25
H -1.525169 -0.766641 6.303606 0.05 0.11 -0.09
C -0.058283 -4.980868 -4.070820 -0.42 -0.33 -0.19
Cl -3.948832 3.140832 1.385565 0.42 -0.23 -0.57
N 0.978226 4.766426 -0.274640 -2.04 -0.15 0.33
C 1.315749 -3.773325 3.222445 -0.05 -0.03 0.02
H 4.610843 -1.266507 0.752395 -0.21 0.08 -0.45
H -2.962053 1.247232 -1.128195 -0.19 -0.23 -0.06
H -1.609936 -0.581903 1.449325 0.38 0.39 0.17
H 0.536687 -2.171779 0.279080 -0.19 0.28 -0.29
H 3.300835 0.687420 -1.058273 0.25 -0.02 0.20
C -3.524315 -5.910900 -5.460242 -0.06 -0.02 -0.02
O 3.062800 4.489573 -2.883763 0.25 0.21 0.17
C -0.707457 3.184516 0.352618 0.87 1.19 -0.53
P 3.337816 3.154437 -2.346997 -0.92 -0.23 -1.22
C -0.701997 0.965079 8.692180 -0.03 0.09 0.07
N 2.836999 -5.462103 -3.983268 0.28 -0.04 0.00
H 0.043271 -1.115771 6.992908 0.05 0.02 -0.07
H 0.904580 0.727982 10.040798 -0.12 -0.09 -0.07
H -2.515511 10.643210 -5.583241 -0.12 -0.12 0.00
N -1.215496 -3.372261 8.018286 0.00 -0.10 0.00
H -1.160486 9.560418 -5.875888 -0.08 -0.14 -0.01
H -3.351808 -4.523921 5.983270 0.06 0.12 0.09
C -0.520118 -1.096033 6.065293 -0.02 -0.51 -0.26
H -5.507323 -5.295608 -5.839867 0.09 -0.07 0.12
N -3.682750 7.311890 -2.155044 0.04 0.01 -0.03
H 0.314166 -5.712390 -3.357485 0.06 0.14 0.06
H -0.515685 -4.707074 3.693526 0.06 0.14 -0.13
H -1.463417 6.745316 -4.342528 -0.03 0.06 0.16
C -1.448918 -2.092479 -0.568972 0.94 -0.02 -0.32
H -1.872232 -5.433266 5.703924 0.10 0.07 0.08
C -0.080947 0.919005 0.892774 0.19 -0.48 1.02
N -3.759966 7.974531 -6.743406 0.03 0.08 -0.05
H -2.393896 -1.771200 -0.103718 0.32 -0.39 -0.04
H 5.196631 0.361959 0.418515 -0.17 -0.29 -0.14
H 3.990057 -2.778096 -2.775396 -0.16 -0.11 -0.02
N -2.734343 -6.400355 -4.786856 -0.30 -0.13 -0.13
```
Forces are in eV/Å.

Computed properties:
HOMO-LUMO gap in Eh: 0.28846
HOMO level in eV: -8.4
Energy in hartree: -4071.16636